Entry from the Open Molecules 2025 dataset: a cluster of 13 separate species, C15H59BN2O14 in total (wB97M-V/def2-TZVPD).

Output
Frontier orbital gap in Eh: 0.33397

XYZ file:
```
91
Properties=species:S:1:pos:R:3:forces:R:3
C -1.095344 5.805388 -0.890514 -0.2 -0.2 -0.1
O -0.627236 4.661060 -0.197686 0.0 0.0 0.1
C -1.402046 3.493040 -0.398824 -0.2 0.2 0.0
C -0.914328 2.365362 0.484844 0.0 -0.1 -0.1
N -1.547198 2.474434 1.827788 0.2 0.0 -0.2
B 0.654471 2.153890 0.649210 0.1 0.0 -0.4
N 1.662905 3.184821 0.762906 -0.5 0.1 0.7
O 1.103136 0.834825 0.717491 -0.7 -0.1 0.0
H -1.276185 6.609666 -0.180583 0.1 0.1 0.0
H -2.032082 5.597168 -1.413380 0.0 0.0 0.0
H -0.359160 6.121032 -1.629082 0.1 0.1 0.0
H -2.444761 3.702744 -0.129234 -0.1 0.0 0.0
H -1.396626 3.200610 -1.455840 0.2 0.0 -0.1
H -1.294336 1.442240 0.037758 -0.1 0.0 0.0
H -1.178459 3.278705 2.323349 0.0 0.0 0.1
H -1.344934 1.645220 2.374502 -0.1 0.1 0.2
H 1.252616 4.061969 1.060742 0.0 0.2 -0.5
H 2.155251 3.345230 -0.111097 0.5 0.0 0.1
H 1.490209 0.720928 1.587209 0.7 -0.2 -0.1
C 1.632034 -1.684260 -2.266727 0.1 0.2 0.1
O 2.481816 -0.538157 -2.338978 -0.1 0.0 0.0
H 1.831267 -2.300025 -3.138862 0.0 0.0 0.0
H 1.840134 -2.268759 -1.369184 -0.1 -0.1 0.0
H 0.579562 -1.392090 -2.270313 0.0 -0.1 0.0
H 2.296253 -0.003704 -1.560580 0.0 0.0 0.1
C -0.923216 -3.675524 -3.925373 0.1 -0.1 0.1
O -0.105794 -4.262938 -2.912680 0.0 0.1 -0.1
H -0.403786 -2.791319 -4.289254 0.0 0.0 0.0
H -1.067035 -4.368186 -4.759586 0.0 0.1 -0.1
H -1.892537 -3.385576 -3.524027 -0.1 0.0 -0.1
H -0.565438 -5.042161 -2.589707 0.0 0.0 0.1
C 1.321395 -4.643171 -6.779385 -0.1 -0.1 0.0
O 0.550837 -5.840899 -6.821325 0.0 0.1 0.1
H 1.574542 -4.462791 -5.737649 0.0 0.0 0.0
H 2.244818 -4.739720 -7.355776 0.0 0.0 0.0
H 0.745916 -3.792744 -7.154575 0.1 0.1 0.0
H 0.316486 -6.013904 -7.736337 0.0 0.0 0.0
C -3.867246 -0.753129 3.458204 0.2 0.2 -0.3
O -2.669095 -0.135652 2.977931 0.0 -0.2 0.1
H -3.751189 -0.927281 4.521542 0.0 0.0 0.0
H -4.728795 -0.105676 3.296150 -0.1 0.0 0.1
H -4.034343 -1.711263 2.960939 -0.1 0.0 0.1
H -2.778095 0.018350 2.035597 0.0 0.1 0.0
C -7.019904 -2.482616 5.347491 0.1 0.1 0.0
O -6.189266 -1.328470 5.264802 -0.1 -0.1 0.1
H -6.756121 -3.123200 4.509816 0.0 0.0 0.0
H -6.851266 -3.035021 6.274980 0.0 0.0 0.0
H -8.078893 -2.223434 5.272004 0.0 0.0 0.0
H -6.407158 -0.751185 6.001206 0.0 0.0 0.0
C 1.573552 8.349942 -0.202544 -0.1 0.1 -0.1
O 0.481406 8.732033 -1.033251 0.1 0.0 0.1
H 1.621255 7.263657 -0.218044 0.0 0.0 0.0
H 2.521296 8.745032 -0.575681 0.0 0.0 0.0
H 1.429594 8.679189 0.829744 0.0 0.0 0.0
H 0.424093 9.690621 -1.033397 0.0 0.0 0.0
C 4.543957 2.846976 -2.362103 -0.1 0.0 0.0
O 3.474121 3.737685 -2.034916 -0.1 -0.1 0.1
H 5.418456 3.173375 -1.806146 0.0 0.0 0.0
H 4.300928 1.821294 -2.073629 0.1 0.0 0.0
H 4.772571 2.873873 -3.428550 0.1 0.0 0.0
H 2.701301 3.452561 -2.530925 0.0 0.1 -0.1
C 4.900421 2.775365 2.414651 -0.1 0.1 0.0
O 3.825761 3.615988 2.793028 0.1 -0.1 0.1
H 5.766175 3.065837 3.006693 0.0 0.0 0.0
H 4.684590 1.720342 2.612820 0.0 0.0 0.0
H 5.149047 2.890036 1.354720 0.0 0.0 0.0
H 3.058525 3.357569 2.260632 0.0 0.1 -0.2
C 6.169359 -0.053958 -3.939658 0.1 0.1 -0.1
O 6.589194 1.127084 -4.619231 -0.1 0.0 0.1
H 5.232372 0.177141 -3.441546 0.0 0.0 0.0
H 5.996998 -0.877653 -4.636565 0.0 0.0 0.0
H 6.901501 -0.361556 -3.188763 0.0 0.0 0.0
H 7.416752 0.938573 -5.068035 0.0 0.0 0.0
C -2.671643 -4.242090 4.467743 0.0 -0.3 -0.2
O -3.047068 -5.523637 3.953809 -0.1 0.1 0.1
H -3.397699 -3.963552 5.226233 0.0 0.0 0.0
H -1.683362 -4.269945 4.921869 0.0 0.1 0.1
H -2.680797 -3.489875 3.676213 0.0 0.1 0.1
H -2.404821 -5.769277 3.284123 0.0 0.0 0.0
C 0.015034 -2.056214 6.826998 -0.1 0.0 -0.1
O -1.182500 -2.060897 6.060699 0.1 0.1 0.1
H 0.287683 -3.095080 6.997318 0.0 0.0 0.0
H 0.832886 -1.563015 6.295292 0.0 0.0 0.0
H -0.125308 -1.569633 7.795716 0.0 0.0 0.0
H -1.437297 -1.148771 5.895455 0.0 0.0 -0.1
C -3.501308 -6.272515 -3.340864 0.0 0.1 0.0
O -3.773103 -4.902172 -3.066299 0.0 -0.1 0.0
H -2.586448 -6.305245 -3.929168 0.0 0.0 0.0
H -3.351768 -6.846611 -2.422544 0.0 0.0 0.0
H -4.301741 -6.734441 -3.923378 0.0 0.0 0.0
H -4.582275 -4.855932 -2.550339 0.0 0.0 0.0
```
Positions in Å, forces in eV/Å.

Entry from the Open Molecules 2025 dataset: a cluster of 19 separate species, C15H68BFO18 in total at a distorted geometry (wB97M-V/def2-TZVPD).

Output
Frontier orbital gap in Eh: 0.36903

XYZ file:
```
103
Properties=species:S:1:pos:R:3:forces:R:3
C 1.659111 -1.425814 -3.460223 -0.1 -0.2 0.5
C 0.512390 -2.397302 -3.180906 -0.2 0.1 0.0
C -0.321307 -2.020284 -1.944935 0.1 0.2 -0.1
C 0.460918 -1.531076 -0.725302 -0.2 -0.2 0.1
C 1.332673 -2.570197 -0.008353 0.0 0.0 0.4
C 2.672803 -2.017867 0.494374 0.1 0.1 -0.7
C 2.630769 -0.651862 1.174132 0.0 -0.2 0.5
C 1.736686 -0.572821 2.420608 0.4 0.1 0.1
C 1.563929 0.879284 2.920788 0.1 -0.4 0.4
C 0.142086 1.316874 3.300733 0.3 0.1 -0.5
C -0.955599 1.046568 2.264503 -0.5 0.6 0.4
C -1.196386 2.196960 1.270468 0.2 -0.9 -0.8
C -0.333483 2.011891 -0.020673 0.1 0.2 0.4
B -0.088983 3.336419 -0.802231 -0.1 -0.2 -0.3
C 1.323511 3.811055 -1.317201 0.2 0.1 0.6
C 2.523587 3.373771 -0.471095 -0.2 -0.1 0.1
F 3.322530 2.475775 -1.173830 0.1 -0.1 -0.1
H 2.494375 -1.629565 -2.786578 0.1 0.0 -0.1
H 2.003977 -1.524866 -4.484882 0.0 0.1 0.0
H 1.336937 -0.399551 -3.262765 0.0 0.1 -0.2
H -0.165090 -2.378112 -4.040706 0.0 -0.1 0.0
H 0.871021 -3.422826 -3.109576 0.1 0.0 0.1
H -0.974873 -2.852744 -1.668700 0.0 -0.1 0.0
H -0.976662 -1.193735 -2.245919 -0.1 -0.1 0.0
H -0.271014 -1.159323 -0.001002 0.0 0.2 -0.1
H 1.044025 -0.658454 -1.024459 0.1 -0.1 0.0
H 0.778467 -2.966488 0.850489 -0.1 0.0 -0.1
H 1.520215 -3.430319 -0.649410 0.0 0.1 -0.1
H 3.167831 -2.746542 1.142469 -0.1 0.0 0.1
H 3.324806 -1.924360 -0.382184 0.0 0.0 0.1
H 3.651713 -0.433350 1.507690 0.0 0.2 -0.1
H 2.375932 0.147985 0.475780 -0.1 -0.1 -0.1
H 0.784966 -1.082959 2.270151 -0.1 0.1 -0.1
H 2.256446 -1.130404 3.206324 -0.2 -0.2 0.0
H 2.015333 1.562897 2.197867 -0.2 0.0 -0.1
H 2.168572 0.972151 3.828265 0.1 0.2 -0.1
H 0.173324 2.399737 3.456258 0.0 0.0 0.2
H -0.130404 0.896485 4.270670 0.0 -0.2 -0.1
H -1.887731 0.892500 2.814805 0.0 -0.1 0.0
H -0.790303 0.135574 1.689772 0.1 -0.1 0.1
H -2.234079 2.127079 0.942891 -0.1 0.4 0.1
H -1.018710 3.174109 1.723487 -0.1 0.0 0.2
H 0.583242 1.484351 0.252910 0.1 0.0 -0.1
H -0.886504 1.328322 -0.677580 0.0 0.0 -0.1
H -1.042503 4.017311 -1.047429 0.0 0.1 0.0
H 1.347592 4.897967 -1.433018 0.0 0.0 -0.3
H 1.485255 3.382941 -2.314126 -0.2 0.1 -0.1
H 2.217295 2.860166 0.440932 0.0 0.0 0.0
H 3.154860 4.213397 -0.177878 0.1 0.0 -0.1
O 2.176071 -3.503237 -6.044226 0.0 -0.2 0.1
H 1.694757 -3.699328 -6.851797 -0.1 0.1 -0.1
H 3.017888 -3.157890 -6.359258 0.0 0.1 -0.1
O 0.226668 -5.719903 -2.111050 0.2 0.0 -0.2
H -0.575112 -6.249293 -2.021020 0.0 0.0 0.3
H 0.679609 -6.106365 -2.871130 -0.1 -0.1 -0.1
O -2.992716 0.750278 5.142418 0.1 0.1 0.0
H -2.538233 0.230390 5.822301 -0.1 0.0 0.0
H -2.547777 1.605209 5.157328 0.0 0.0 0.0
O -3.272363 0.638800 -2.878721 -0.2 -0.1 -0.1
H -2.783083 1.447894 -3.055884 0.0 0.0 0.0
H -3.455822 0.688884 -1.933987 0.0 0.1 0.0
O -0.954791 4.014405 5.329305 0.0 0.1 0.1
H -0.558118 4.578206 6.006792 0.0 -0.1 0.2
H -0.828517 4.493877 4.506225 0.0 0.0 -0.1
O -1.993699 -0.885276 7.318950 0.0 -0.1 0.0
H -2.389710 -0.914852 8.193845 -0.1 0.0 0.0
H -1.062184 -1.082867 7.459380 0.1 0.1 0.0
O -2.094340 -6.545538 -0.392898 -0.1 0.0 -0.1
H -2.252077 -5.604659 -0.262567 0.0 0.0 0.0
H -1.829221 -6.865966 0.473807 0.1 0.0 0.0
O -5.577925 1.072064 -5.038015 -0.1 -0.1 -0.1
H -5.143584 0.649350 -4.286694 0.2 0.2 0.1
H -5.469756 0.440222 -5.758530 0.1 -0.1 -0.1
O 3.709573 -4.195710 -8.493040 -0.1 0.0 0.0
H 3.344628 -4.374283 -9.364833 0.1 0.0 0.0
H 3.384059 -4.911529 -7.936647 0.1 0.0 0.0
O 3.038847 7.005758 0.491788 0.0 0.0 0.0
H 2.231813 6.483004 0.488315 0.0 0.0 0.0
H 3.474642 6.785602 -0.337051 0.0 0.0 0.0
O -4.903028 -1.080365 -7.302124 -0.1 0.0 0.1
H -5.731317 -1.568101 -7.345578 0.0 0.0 0.0
H -4.430265 -1.332079 -8.099867 0.1 0.1 0.0
O -3.618427 2.888667 -1.073894 -0.2 0.0 0.0
H -3.959030 3.262398 -0.255004 0.1 0.0 0.0
H -4.329616 3.020715 -1.711321 0.0 0.0 0.0
O -5.999116 3.051102 -7.331733 0.0 0.0 0.0
H -5.100991 3.083347 -7.670314 0.0 0.0 0.0
H -5.938704 2.483412 -6.553133 0.0 0.0 0.2
O 0.313836 4.549693 8.028278 -0.2 0.3 -0.3
H -0.071129 4.537561 8.909130 0.1 0.0 0.1
H 1.220057 4.272276 8.178260 0.1 -0.1 0.0
O 3.322269 -4.438863 -1.952466 0.1 -0.2 0.0
H 2.515710 -4.961740 -1.867915 -0.1 0.1 0.0
H 3.778025 -4.819496 -2.708865 0.0 0.0 -0.1
O -0.246388 1.641552 8.132387 0.1 -0.2 0.1
H -0.975123 1.446773 8.727134 -0.1 0.0 0.0
H -0.633234 2.190943 7.440635 0.1 0.1 0.0
O 1.721768 -7.909098 -3.549717 0.1 0.0 0.0
H 2.196640 -8.184807 -2.759340 0.0 0.0 0.1
H 1.818077 -8.643811 -4.161925 0.0 0.0 -0.1
O 1.379332 5.288317 10.728902 0.0 0.0 0.0
H 2.319281 5.090372 10.678073 0.0 0.0 0.1
H 1.328296 6.243236 10.621886 0.0 0.0 0.0
```
Positions in Å, forces in eV/Å.

Entry from the Open Molecules 2025 dataset: a structure of composition C15H74BNO33 at a distorted geometry (wB97M-V/def2-TZVPD).

Output
Frontier orbital gap in Eh: 0.32387
Energy relative to the best compared isomer or geometry (same formula, charge and spin) in kcal per mole: 0.0

XYZ file:
```
124
Properties=species:S:1:pos:R:3:forces:R:3
C -3.212677 1.111129 -0.858105 -3.1 0.8 1.7
C -2.354677 0.239129 0.073895 2.3 1.7 -2.5
C -0.797677 0.533129 -0.214105 -1.3 1.5 6.2
C 0.108323 -0.020871 0.966895 -1.5 -1.6 -3.6
N 1.533323 -0.041871 0.597895 2.6 -1.0 0.5
C 2.090323 1.310129 0.162895 0.0 0.1 -1.2
C 2.205323 1.152129 -1.343105 -0.2 0.5 0.1
C 2.353323 -0.264871 -1.748105 -0.8 -1.7 0.8
C 1.856323 -1.035871 -0.529105 -3.1 0.4 -1.6
C 2.306323 -0.409871 1.821895 -3.5 1.7 2.7
C 2.065323 -1.795871 2.282895 0.6 -1.2 2.4
C 3.441323 -2.366871 2.831895 -12.3 -3.5 0.9
H -3.125677 2.236129 -0.914105 0.9 -1.4 0.0
H -4.351677 1.118129 -0.583105 1.8 -0.4 0.3
H -3.332677 0.639129 -1.786105 0.6 -0.2 -1.8
H -2.537677 -0.818871 -0.012105 -0.1 -0.3 -0.4
H -2.516677 0.470129 1.057895 -0.6 0.7 2.6
H -0.458677 1.591129 -0.243105 -1.1 -0.3 -0.4
H -0.546677 0.086129 -1.039105 1.4 -2.4 -4.9
H -0.184677 -0.995871 1.366895 0.1 -0.1 -0.5
H 0.093323 0.617129 1.735895 -0.4 2.6 3.0
H 3.054323 1.755129 0.461895 0.2 -1.9 1.1
H 1.467323 2.104129 0.533895 -1.1 0.0 -0.3
H 3.026323 1.705129 -1.623105 1.8 1.4 -1.0
H 1.370323 1.599129 -1.763105 -1.6 0.7 -1.3
H 3.169323 -0.765871 -2.267105 1.7 1.0 1.2
H 1.728323 -0.718871 -2.441105 -2.5 1.0 -2.0
H 2.541323 -1.780871 -0.496105 2.6 -2.0 2.4
H 0.951323 -1.683871 -0.804105 0.6 1.6 0.8
H 2.003323 0.408129 2.657895 1.1 -1.7 -2.0
H 3.268323 -0.393871 1.529895 3.5 0.9 -0.7
H 1.804323 -2.343871 1.435895 -0.6 -1.3 -1.3
H 1.246323 -1.921871 3.023895 0.6 0.2 -0.4
H 3.991323 -2.608871 2.174895 7.7 -2.0 -9.7
H 3.401323 -3.350871 3.222895 -1.0 -0.7 1.4
H 3.792323 -1.760871 3.401895 4.5 7.0 7.1
O -1.233677 -1.122871 -3.230105 -0.6 0.1 -1.4
C -1.646677 -0.440871 -4.171105 4.1 -2.4 5.4
O -2.858677 -0.131871 -4.302105 -3.0 0.4 -1.5
B -2.941677 0.807129 -5.401105 1.3 -0.3 -0.9
O -1.416677 1.042129 -5.715105 -8.6 6.4 -8.0
C -0.776677 0.460129 -4.960105 12.4 -3.7 6.6
O 0.492323 0.685129 -4.772105 -4.4 -1.7 -0.1
O -3.577677 2.017129 -4.975105 5.9 0.0 4.8
C -4.553677 2.238129 -5.658105 -7.4 1.8 -2.8
O -5.463677 3.025129 -5.471105 1.2 -0.1 0.2
C -4.592677 1.207129 -6.734105 -3.2 2.9 -3.2
O -3.654677 0.382129 -6.582105 2.9 -2.7 1.1
O -5.305677 1.341129 -7.690105 -0.3 -0.8 -0.1
O -5.676677 -0.035871 1.682895 0.3 1.0 0.1
H -6.359677 -0.033871 2.320895 -2.2 -1.4 0.7
H -5.291677 0.742129 2.119895 1.5 0.5 -1.1
O 5.822323 -0.436871 -1.333105 -8.7 -0.8 3.5
H 6.550323 -0.836871 -1.146105 7.1 -5.0 2.3
H 6.105323 0.094129 -1.942105 1.8 5.5 -6.0
O -4.392677 2.082129 2.703895 0.3 2.6 0.2
H -3.913677 2.893129 2.319895 -0.8 -1.8 0.5
H -5.086677 2.515129 3.255895 0.8 -0.5 -0.4
O -1.852677 4.388129 1.266895 -0.8 -0.5 0.7
H -2.211677 4.032129 0.460895 -0.8 -0.3 -0.6
H -1.040677 4.744129 0.968895 1.4 0.7 -0.2
O -4.188677 -1.924871 -2.289105 5.5 -1.9 0.9
H -3.388677 -1.490871 -2.720105 -1.2 -1.0 0.9
H -4.867677 -1.431871 -2.577105 -4.2 2.7 -1.5
O 6.938323 -3.989871 1.614895 -0.4 1.8 2.1
H 6.662323 -4.881871 1.817895 0.0 -0.3 0.1
H 6.778323 -3.489871 2.523895 0.4 -1.7 -2.3
O 6.388323 -3.142871 4.202895 -0.6 1.3 0.3
H 6.435323 -2.139871 4.144895 -0.6 -2.1 0.5
H 5.522323 -3.486871 4.587895 1.2 0.8 -0.6
O -1.351677 -3.217871 5.026895 0.6 1.6 -0.2
H -0.585677 -2.600871 5.137895 -1.0 -0.2 -0.5
H -1.059677 -3.950871 5.529895 0.1 -1.4 1.1
O 4.074323 -4.645871 5.233895 -0.1 -0.1 -0.4
H 3.569323 -5.165871 4.573895 0.2 0.6 0.7
H 3.480323 -3.964871 5.582895 -0.1 -0.4 -0.2
O -4.568677 -2.289871 0.682895 0.0 1.5 -0.8
H -4.269677 -2.181871 -0.257105 -0.6 -0.2 0.9
H -4.920677 -1.383871 0.937895 0.7 -1.8 -0.3
O 1.420323 2.895129 3.590895 -1.0 -0.2 -0.1
H 2.341323 2.702129 3.588895 1.2 -0.3 0.0
H 1.381323 3.848129 3.550895 -0.2 0.4 0.0
O 0.024323 -4.724871 3.204895 3.2 -0.9 -3.4
H -0.619677 -4.497871 3.810895 -2.5 1.4 1.2
H -0.121677 -4.291871 2.320895 -0.5 -0.5 2.0
O 5.537323 3.700129 -0.522105 0.4 1.1 -3.3
H 5.982323 3.285129 -1.312105 -0.7 0.9 1.1
H 5.668323 3.059129 0.120895 0.2 -2.1 2.3
O -2.281677 4.244129 -2.789105 0.2 4.4 2.0
H -2.329677 4.054129 -3.691105 -0.4 -1.1 -2.5
H -2.356677 5.293129 -2.827105 0.2 -3.1 0.4
O -6.888677 0.243129 -1.096105 -1.5 0.0 1.9
H -7.929677 0.352129 -0.989105 3.7 -0.4 0.2
H -6.386677 0.137129 -0.190105 -2.1 0.3 -2.0
O -6.031677 2.598129 -2.407105 0.0 1.8 -0.8
H -5.991677 1.735129 -2.080105 -0.6 -2.4 1.8
H -5.571677 2.438129 -3.224105 0.2 0.8 -1.1
O 4.990323 -3.042871 -3.572105 0.5 -0.5 2.1
H 4.845323 -3.372871 -4.427105 -0.3 -0.5 -1.8
H 4.871323 -2.109871 -3.591105 -0.2 1.1 -0.2
O -4.306677 4.192129 -0.863105 -1.3 0.3 -0.9
H -3.647677 4.244129 -1.569105 0.0 -0.2 0.1
H -5.141677 4.060129 -1.416105 1.3 -0.3 1.2
O 1.790323 -4.750871 -0.052105 0.9 1.0 -3.4
H 2.164323 -4.930871 -1.003105 -1.1 0.5 2.8
H 1.843323 -5.578871 0.379895 0.1 -1.4 0.8
O -1.089677 -3.545871 0.660895 0.1 0.3 1.2
H -0.308677 -4.034871 0.439895 0.9 -0.5 -0.5
H -1.480677 -3.355871 -0.174105 -0.8 0.3 -1.0
O 3.358323 4.639129 -2.158105 3.6 0.1 2.9
H 3.879323 4.160129 -1.386105 -1.4 1.5 -2.3
H 2.665323 4.076129 -2.377105 -2.2 -1.5 -0.6
O -2.217677 -0.335871 3.806895 -0.5 -1.0 -0.1
H -2.980677 0.146129 3.492895 -0.4 0.2 -0.2
H -1.582677 0.331129 3.979895 0.9 1.0 0.3
O 0.577323 3.718129 -2.903105 1.6 1.1 -3.4
H 0.587323 4.157129 -3.842105 0.5 -1.5 2.4
H -0.290677 3.967129 -2.670105 -2.0 0.2 1.0
O 0.463323 -1.006871 5.701895 1.4 2.6 -3.6
H 0.116323 -1.136871 6.518895 -1.6 -1.1 4.1
H 0.314323 -0.022871 5.628895 0.4 -1.5 -0.4
O 5.560323 1.156129 0.911895 0.0 0.1 0.0
H 5.849323 0.463129 0.305895 -0.4 0.0 -0.7
H 6.105323 0.973129 1.667895 0.3 0.2 0.9
```
Positions in Å, forces in eV/Å.